Molecular formula: C32H34AlAsN5O3PS2
Method: DFT, ωB97M-V with the def2-TZVPD basis set

Cartesian coordinates (Å):
1 Al 0.647 -0.710 0.221
2 O 1.543 -3.934 1.213
3 S 0.493 -2.995 1.000
4 O 0.505 -2.409 -0.412
5 O 0.573 -1.756 1.845
6 C -1.112 -3.617 1.260
7 C -1.324 -4.965 1.499
8 C -2.615 -5.400 1.748
9 C -3.656 -4.481 1.763
10 C -3.424 -3.137 1.503
11 C -2.139 -2.674 1.241
12 P -1.884 -0.880 0.849
13 C -3.139 -0.740 -0.459
14 C -2.699 -1.104 -1.735
15 C -3.596 -1.178 -2.787
16 C -4.936 -0.883 -2.568
17 C -5.369 -0.490 -1.310
18 C -4.474 -0.414 -0.252
19 C -2.505 -0.075 2.352
20 C -2.408 -0.702 3.593
21 C -2.804 -0.027 4.737
22 C -3.269 1.278 4.660
23 C -3.353 1.909 3.427
24 C -2.978 1.236 2.276
25 H -0.483 -5.646 1.486
26 H -2.802 -6.449 1.925
27 H -4.661 -4.820 1.972
28 H -4.253 -2.443 1.503
29 H -1.649 -1.341 -1.884
30 H -3.256 -1.471 -3.771
31 H -5.642 -0.960 -3.384
32 H -6.412 -0.254 -1.150
33 H -4.823 -0.099 0.724
34 H -2.031 -1.714 3.671
35 H -2.746 -0.520 5.698
36 H -3.571 1.801 5.557
37 H -3.710 2.929 3.363
38 H -3.079 1.726 1.315
39 N 6.599 -2.551 1.513
40 C 5.283 -2.617 1.350
41 N 4.649 -3.777 1.443
42 N 4.663 -1.471 1.075
43 C 3.494 -1.106 0.836
44 N 2.501 -0.544 0.547
45 H 7.155 -3.363 1.718
46 H 7.058 -1.661 1.424
47 H 5.145 -4.622 1.671
48 H 3.643 -3.839 1.350
49 S 5.677 -1.176 -2.539
50 C 5.870 0.469 -2.105
51 C 4.655 1.062 -1.988
52 N 3.577 0.243 -2.210
53 C 3.972 -0.956 -2.509
54 H 6.848 0.906 -1.989
55 H 4.496 2.105 -1.758
56 H 3.298 -1.769 -2.742
57 C -1.275 1.993 -1.236
58 As 0.501 1.199 -1.301
59 C 0.812 1.412 -3.205
60 C 1.553 2.571 -0.357
61 C 1.324 3.939 -0.931
62 C 2.061 4.377 -2.029
63 C 1.802 5.609 -2.609
64 C 0.805 6.422 -2.091
65 C 0.074 6.002 -0.989
66 C 0.328 4.766 -0.417
67 H -1.220 3.006 -1.629
68 H -1.630 2.038 -0.207
69 H -1.983 1.420 -1.828
70 H 0.621 2.456 -3.450
71 H 0.117 0.776 -3.753
72 H 1.831 1.147 -3.458
73 H 2.596 2.268 -0.419
74 H 1.252 2.527 0.692
75 H 2.851 3.745 -2.420
76 H 2.371 5.928 -3.472
77 H 0.604 7.388 -2.533
78 H -0.698 6.641 -0.581
79 H -0.241 4.442 0.448

Its charge is +2.



Molecular formula: C4H6N2O2
Method: DFT, ωB97M-V with the def2-TZVPD basis set

Cartesian coordinates (Å):
1 C -1.444 1.548 0.014
2 O -2.277 0.250 0.002
3 C -1.641 -0.892 -0.013
4 N -0.494 -1.310 -0.042
5 O 0.479 -0.358 0.049
6 C 1.762 -0.933 0.041
7 C 2.786 0.110 -0.029
8 N 3.649 0.901 -0.021
9 H -2.245 2.279 -0.056
10 H -0.868 1.543 -0.919
11 H -0.888 1.815 0.936
12 H -2.386 -1.686 0.004
13 H 1.872 -1.724 0.904
14 H 1.694 -1.543 -0.870

Its charge is 0. As for the structure (SMILES): CO/C=N\OCC#N.



E (computed, Eh): -5354.9147, -415.8785